Below is a 6-piece molecular cluster, C33H68ClIO9 overall, with properties calculated with wB97M-V/def2-TZVPD.

Structure (XYZ):
```
112
Properties=species:S:1:pos:R:3:forces:R:3:mulliken_charge:R:1
C 2.2434 -1.5673 2.8778 -0.1567 0.1520 -0.3809 1.07
C 1.7004 -0.7154 2.2288 0.2588 -0.2369 0.3537 -1.86
C 1.0485 0.2117 1.3176 0.1055 -0.2634 0.0813 0.78
C 0.9098 1.7031 1.7072 0.4127 -0.7000 -0.3994 1.94
Cl 1.4903 1.9967 3.3757 -0.1579 0.0998 0.1765 -0.10
C 1.6905 2.5717 0.7253 -0.4667 0.2740 -0.0337 -1.50
C 1.9416 4.0212 1.1298 0.2536 0.0047 -0.1295 -0.55
C 3.2481 4.2718 1.9063 -0.2782 -0.0480 0.0052 -0.42
C 3.9949 5.4642 1.3398 0.3716 0.0885 -0.0528 -0.69
O 4.8846 6.0768 2.2968 -0.4004 -0.0031 0.1234 -0.40
C 5.8549 5.2946 2.7735 0.1763 -0.1891 0.0101 0.22
O 6.4342 5.5227 3.7893 0.1419 0.1570 0.1005 -0.48
O -0.4569 2.0883 1.5684 0.1847 1.2076 0.6216 0.27
C -1.3418 1.7264 2.5383 -0.0707 -0.4019 -0.4542 0.40
O -1.3621 0.6259 2.9991 0.1051 -0.3577 0.3594 -0.52
C -2.3608 2.7529 2.9486 -0.1712 0.2887 -0.0290 -1.08
C -2.2773 4.2017 2.5037 0.0998 0.1183 0.2403 -0.28
C -1.1283 4.9886 3.1418 -0.1514 0.0930 0.0384 -1.18
I -2.3667 4.4309 0.3703 -0.0424 -0.0207 -0.1162 0.00
H 2.7273 -2.3858 3.3525 -0.0183 0.0095 0.2155 0.79
H 1.6143 0.1480 0.3853 -0.1787 0.0319 -0.1697 -0.37
H 0.0461 -0.1640 1.1409 0.1477 0.0417 0.0144 -1.22
H 1.0615 2.5847 -0.1686 0.1271 -0.1741 -0.1486 0.17
H 2.6260 2.0774 0.4683 0.0488 -0.0614 0.0465 0.53
H 1.9906 4.5976 0.2030 -0.0946 0.0158 -0.0502 0.55
H 1.0885 4.3997 1.6871 -0.0674 0.0739 -0.0175 -0.22
H 3.8620 3.3718 1.8519 0.1293 0.0303 0.1493 0.40
H 3.0440 4.4725 2.9574 0.0030 -0.0744 0.0555 0.39
H 3.3012 6.2546 1.0667 0.0219 0.0763 -0.0115 0.41
H 4.5810 5.1908 0.4591 -0.1055 -0.0147 -0.1369 0.34
H 6.0916 4.4249 2.1395 -0.0889 -0.0456 -0.1070 0.33
H -3.3402 2.3466 2.6966 -0.0014 -0.1249 -0.0249 0.29
H -2.3018 2.7475 4.0413 -0.0866 -0.0222 0.0505 0.37
H -3.2028 4.6681 2.8261 -0.1268 -0.0189 -0.1829 0.64
H -0.6871 5.7047 2.4550 0.1286 -0.0459 -0.0259 0.28
H -0.3626 4.3315 3.5482 0.1578 -0.0371 -0.1555 0.29
H -1.5267 5.5718 3.9733 0.0129 -0.0471 0.0904 0.41
C -2.9785 -1.2416 0.2916 -0.0442 -0.0233 -0.0868 -1.81
C -1.5899 -1.4541 -0.2857 -0.1819 0.0138 0.1291 0.91
O -1.5699 -1.9812 -1.5999 -0.8278 0.1550 -0.0584 -0.39
C -2.2040 -1.1806 -2.5853 -0.1806 0.0852 -0.0691 -0.40
C -1.5869 0.1994 -2.7410 0.0510 -0.0616 0.0766 -0.63
H -3.5432 -2.1749 0.2821 -0.0011 -0.0046 0.0090 0.41
H -2.8958 -0.8920 1.3217 0.0231 -0.0225 0.0143 0.46
H -3.5461 -0.4977 -0.2706 0.0266 0.0358 0.0182 0.28
H -1.0503 -2.1844 0.3204 0.0257 0.0447 0.0021 0.30
H -1.0205 -0.5190 -0.2426 -0.1538 -0.0529 -0.1687 -0.53
H -3.2787 -1.1007 -2.3882 0.0149 0.0096 -0.0041 0.24
H -2.0995 -1.7384 -3.5159 0.0106 -0.0293 0.0054 0.43
H -1.6830 0.7985 -1.8329 -0.0530 0.0397 -0.0271 0.13
H -2.0824 0.7381 -3.5499 0.0030 -0.0189 -0.0248 0.58
H -0.5245 0.1195 -2.9763 -0.1500 -0.0472 0.0161 -0.25
C 3.8927 -3.6239 -2.1862 -0.0640 0.0350 -0.0388 -1.06
C 3.3023 -3.3369 -0.8158 0.0382 -0.0278 0.0519 -0.40
O 2.2065 -2.4427 -0.8352 0.1702 0.1282 0.0153 -0.08
C 1.0681 -2.8478 -1.5773 0.0468 0.2328 0.1111 0.98
C 0.4409 -4.1421 -1.0929 0.0794 -0.0705 -0.0420 -1.41
H 4.1979 -2.6965 -2.6733 0.0148 0.0016 0.0035 0.18
H 4.7670 -4.2678 -2.0856 0.0218 0.0057 0.0081 0.42
H 3.1827 -4.1305 -2.8416 0.0033 -0.0357 0.0239 0.27
H 4.0491 -2.8502 -0.1879 0.0033 0.0091 0.0207 0.36
H 3.0285 -4.2718 -0.3136 -0.0245 -0.0141 -0.0293 0.34
H 1.3045 -2.9131 -2.6464 0.0406 -0.0690 -0.0496 0.18
H 0.3496 -2.0337 -1.4615 0.5914 -0.3406 -0.1434 -0.79
H 1.1128 -4.9939 -1.2089 0.0094 -0.0137 -0.0100 0.47
H -0.4633 -4.3504 -1.6653 0.0105 0.0622 0.0332 0.40
H 0.1751 -4.0629 -0.0376 0.0099 -0.0309 0.0254 0.24
C 1.9821 3.2032 -5.2580 -0.0648 -0.0458 0.0442 -1.04
C 2.9707 3.0198 -4.1194 0.0578 0.0434 -0.0773 -0.35
O 2.4147 2.4263 -2.9601 -0.0028 0.0735 0.1583 -0.36
C 1.8750 1.1267 -3.1272 0.0380 -0.0538 -0.0177 0.66
C 2.8803 0.0915 -3.5968 0.0692 0.0726 -0.0395 -1.02
H 1.1267 3.7952 -4.9297 0.0010 0.0122 -0.0035 0.27
H 2.4649 3.7197 -6.0882 0.0071 0.0204 0.0063 0.41
H 1.6080 2.2504 -5.6344 0.0395 -0.0055 -0.0290 0.25
H 3.3336 3.9937 -3.7895 0.0006 -0.0032 0.0238 0.36
H 3.8455 2.4545 -4.4606 -0.0282 -0.0262 -0.0033 0.32
H 1.0097 1.1553 -3.7991 0.1031 0.0463 -0.0345 0.24
H 1.4992 0.8474 -2.1406 0.0095 0.0190 0.0008 -0.54
H 3.2678 0.3172 -4.5917 -0.0406 -0.0155 -0.0116 0.42
H 2.4061 -0.8882 -3.6396 -0.0212 -0.0536 0.0456 0.21
H 3.7231 0.0368 -2.9066 -0.0098 -0.0218 0.0198 0.29
C -7.6034 -0.1557 -5.3579 0.0580 0.0764 0.0057 -1.06
C -6.6693 -0.9377 -4.4502 -0.0910 -0.0677 -0.0079 -0.36
O -5.4687 -0.2587 -4.1294 0.1016 -0.0248 -0.0026 -0.38
C -5.6136 0.9756 -3.4507 0.0017 0.0949 0.0179 -0.26
C -6.3198 0.8729 -2.1099 0.0220 -0.1015 0.0268 -1.13
H -7.0943 0.1221 -6.2816 -0.0048 -0.0086 -0.0091 0.29
H -8.4717 -0.7656 -5.6090 0.0065 -0.0192 -0.0104 0.39
H -7.9668 0.7577 -4.8854 -0.0341 -0.0256 0.0225 0.27
H -6.3487 -1.8503 -4.9527 0.0252 -0.0005 0.0068 0.34
H -7.1936 -1.2462 -3.5383 -0.0013 0.0400 0.0092 0.31
H -6.1110 1.7140 -4.0902 -0.0325 -0.0307 -0.0008 0.37
H -4.5928 1.3293 -3.2978 0.0021 0.0006 -0.0045 0.23
H -7.3546 0.5415 -2.2041 -0.0104 0.0497 -0.0431 0.35
H -6.3267 1.8475 -1.6208 0.0224 0.0052 0.0061 0.40
H -5.8000 0.1634 -1.4634 0.0019 0.0081 0.0237 0.26
C 2.1620 -6.6378 6.4570 -0.0581 -0.0274 -0.0652 -1.12
C 2.3946 -5.2852 5.8056 0.0167 0.0094 0.0962 -0.32
O 1.8024 -5.1475 4.5273 0.1045 0.0449 -0.1023 -0.38
C 0.3926 -5.2777 4.4714 -0.0949 0.0032 -0.0217 -0.30
C -0.3591 -4.2559 5.3068 0.0837 0.0396 0.0363 -1.04
H 2.5205 -7.4398 5.8104 0.0107 -0.0025 0.0043 0.29
H 2.6979 -6.6893 7.4053 0.0217 0.0026 -0.0018 0.39
H 1.1063 -6.8176 6.6635 0.0022 0.0262 0.0386 0.27
H 3.4620 -5.1396 5.6375 -0.0009 0.0099 -0.0233 0.34
H 2.0660 -4.4797 6.4725 -0.0346 -0.0146 -0.0020 0.33
H 0.0890 -6.2960 4.7411 0.0148 0.0114 0.0429 0.34
H 0.1429 -5.1420 3.4187 0.0252 -0.0055 -0.0105 0.27
H -0.1562 -4.3666 6.3729 -0.0334 -0.0348 0.0034 0.30
H -1.4330 -4.3774 5.1609 -0.0070 0.0032 -0.0225 0.39
H -0.0810 -3.2431 5.0117 -0.0132 0.0043 -0.0133 0.24
```
Forces are in eV/Å.

Calculated values
Total charge: 0
Gap between HOMO and LUMO in eV: 9.661
SMILES: C#CC[C@@](Cl)(CCCCOC=O)OC(=O)C[C@@H](C)I.CCOCC.CCOCC.CCOCC.CCOCC.CCOCC
DFT total energy in a.u.: -2733.05805